Molecular formula: C20H14N2O9S2V
Method: DFT, ωB97M-V with the def2-TZVPD basis set

XYZ file:
```
48
Properties=species:S:1:pos:R:3:forces:R:3:nbo_charge:R:1
V 0.4077 -0.9966 1.3614 0.30 -0.44 1.70 1.443
O -0.3606 4.0746 0.1707 0.06 0.14 -0.01 -0.704
C 0.6504 4.1078 1.0546 -0.02 0.05 -0.02 0.441
C 1.2709 5.3355 1.2880 0.04 0.01 0.02 -0.310
C 2.3300 5.4276 2.1706 -0.01 -0.04 0.01 -0.177
C 2.7946 4.2995 2.8450 -0.05 0.05 -0.05 -0.273
C 2.1682 3.0876 2.6293 0.03 0.04 0.06 -0.125
C 1.0928 2.9732 1.7510 0.12 -0.06 0.11 -0.235
C 0.4753 1.6509 1.5738 -0.40 -0.22 0.25 0.616
O 0.7943 0.6738 2.3696 0.01 0.47 -0.45 -0.697
N -0.4411 1.5247 0.6306 -0.13 -0.26 -0.06 -0.475
N -0.8911 0.2080 0.6384 -0.24 1.15 -0.53 -0.293
C -2.0432 -0.1123 0.1924 -0.38 -0.03 -0.01 0.163
C -2.6305 -1.3923 0.5318 0.10 0.11 -0.12 -0.229
C -3.7886 -1.8244 -0.1226 -0.03 0.02 -0.09 -0.145
C -4.4132 -2.9974 0.2315 0.01 -0.06 0.08 -0.273
C -3.8876 -3.7497 1.2887 -0.05 0.03 -0.06 -0.171
C -2.7712 -3.3281 1.9746 -0.05 -0.05 0.05 -0.289
C -2.1062 -2.1502 1.6112 0.15 0.33 0.13 0.475
O -1.0325 -1.7643 2.2819 -0.61 -0.64 0.25 -0.704
H -0.6273 3.1285 0.0771 -0.08 -0.07 -0.04 0.508
H 0.9059 6.2000 0.7485 0.01 0.00 0.00 0.213
H 2.8051 6.3883 2.3312 0.00 -0.01 -0.01 0.201
H 3.6355 4.3694 3.5222 -0.01 0.00 0.00 0.206
H 2.5014 2.1898 3.1324 -0.01 0.00 -0.01 0.233
H -2.6089 0.6336 -0.3635 -0.12 0.00 0.10 0.194
H -4.1839 -1.2174 -0.9306 0.01 -0.02 0.01 0.203
H -5.2960 -3.3327 -0.2962 0.01 0.00 0.00 0.206
H -4.3635 -4.6812 1.5712 0.00 0.01 0.01 0.205
H -2.3600 -3.9033 2.7933 0.00 -0.01 -0.01 0.220
O 2.3922 1.3391 -0.7752 -0.06 0.14 -0.03 -0.972
S 2.6098 -0.0814 -0.7617 0.01 -0.39 0.17 2.430
O 3.9395 -0.5425 -1.0207 0.08 -0.05 0.05 -0.940
O 2.0592 -0.6873 0.5129 1.20 0.51 -0.85 -0.972
C 1.5682 -0.7686 -2.0491 -0.04 -0.25 -0.06 -0.242
C 1.2513 0.1077 -3.0778 0.03 -0.10 0.04 -0.208
C 0.5140 -0.3293 -4.1678 -0.03 0.01 -0.08 -0.216
C 0.0958 -1.6471 -4.2391 -0.02 -0.01 -0.06 -0.213
C 0.3926 -2.5294 -3.2100 0.16 0.06 0.07 -0.189
C 1.1285 -2.1044 -2.1120 -0.01 0.31 0.05 -0.345
S 1.2051 -3.2377 -0.7201 -0.20 0.11 -0.04 2.431
O 0.6748 -4.4971 -1.1652 -0.23 0.05 -0.14 -0.970
O 2.5235 -3.2675 -0.1632 0.04 0.00 0.01 -0.942
O 0.1953 -2.5298 0.1693 0.43 -0.89 -0.47 -0.990
H 1.5876 1.1325 -2.9991 -0.03 0.00 -0.01 0.246
H 0.2627 0.3654 -4.9600 0.02 -0.01 0.01 0.208
H -0.4798 -1.9902 -5.0904 0.01 0.00 0.01 0.207
H 0.0526 -3.5553 -3.2294 -0.03 0.01 0.01 0.247
```
Positions in Å, forces in eV/Å.

Calculated values
E_HOMO (spin up / spin down)	-5.66 / -5.80	eV
HOMO-LUMO gap (spin up / spin down)	7.93 / 7.97	eV
energy	-3297.8252	Eh
relative energy (zero: lowest compared OMol25 entry of this formula, charge and spin)	24.9	kcal per mole
charge	-1
⟨S²⟩	2.01
M	541.41	g mol⁻¹
multiplicity	3